[1]
Entry from the Open Molecules 2025 dataset: a cluster of 7 separate species, C22H54N6O10P2S in total (wB97M-V/def2-TZVPD).

The geometry in XYZ format:
```
95
Properties=species:S:1:pos:R:3:forces:R:3
C 8.227651 -3.361619 1.363816 -1.24 -0.56 0.88
C 6.555630 -3.324730 1.343903 0.95 0.38 -0.22
C 6.065173 -3.498210 -0.210739 2.23 2.26 -0.10
C 5.535397 -2.036289 -0.778938 -0.35 -0.17 0.28
O 5.171635 -4.624047 -0.477511 -3.62 1.23 1.32
P 3.633900 -4.522450 0.300116 -1.38 -2.51 4.23
O 3.645384 -4.551463 1.879936 0.65 0.53 -5.36
O 2.755331 -5.992958 -0.180455 1.99 2.74 0.97
O 2.610455 -3.201349 -0.186293 1.84 -0.83 1.41
P 1.955449 -2.333023 1.178655 -1.13 -1.53 1.93
S 0.547076 -3.377416 2.107508 0.85 0.88 -0.92
H 8.528977 -4.288161 0.711875 -0.25 1.99 1.16
H 8.699975 -2.345334 1.025258 -0.81 -2.15 0.53
H 8.506521 -3.615090 2.486047 -0.25 0.75 -2.39
H 6.178959 -2.247437 1.693973 0.73 -2.58 -0.41
H 6.222858 -4.186105 2.069467 0.23 1.87 -1.66
H 7.060582 -3.717730 -0.834487 -2.49 0.08 1.18
H 6.438223 -1.263643 -0.763965 -1.85 -1.87 -0.24
H 5.080641 -2.165393 -1.867896 1.15 0.42 2.38
H 4.720726 -1.571722 -0.048149 1.62 -1.10 -1.55
H 2.580920 -6.522940 0.656441 0.51 1.37 -1.10
H 3.013386 -2.033998 2.152726 -0.52 -0.16 -1.54
H 1.376685 -1.041436 0.841081 1.01 -0.94 -0.64
C 3.895449 0.424896 -5.878170 0.01 -0.22 -0.02
N 4.645310 -0.728536 -5.426626 0.97 0.36 1.04
C 4.363973 -2.020527 -6.017330 0.21 -0.20 0.16
C 5.617170 -0.635085 -4.453401 -0.34 -0.54 -0.52
O 6.286548 -1.567250 -4.026415 -0.62 0.52 -0.48
H 2.832056 0.250463 -5.691268 0.01 0.21 -0.10
H 4.063582 0.558118 -6.950637 -0.15 0.17 0.06
H 4.209030 1.329769 -5.350501 0.00 -0.20 -0.05
H 4.051121 -2.711923 -5.229139 0.03 -0.08 -0.22
H 5.276445 -2.405858 -6.482072 -0.19 -0.13 0.01
H 3.574340 -1.938068 -6.769362 0.16 0.09 0.18
H 5.749886 0.391131 -4.072779 -0.09 0.02 -0.09
C -1.465569 -3.101775 -1.217556 -0.11 0.19 -0.11
N -2.765764 -2.504836 -1.440593 -1.17 -0.89 0.45
C -2.838067 -1.196714 -2.057774 -0.23 -0.04 0.01
C -3.935070 -3.142110 -1.084200 0.38 0.69 -0.34
O -5.064114 -2.695829 -1.243608 0.84 -0.07 0.01
H -0.882393 -2.445323 -0.565527 0.12 -0.24 -0.01
H -0.957022 -3.211044 -2.179660 0.15 -0.08 0.12
H -1.558781 -4.084409 -0.747125 -0.01 0.22 -0.03
H -3.345845 -0.508556 -1.375314 0.08 0.07 -0.22
H -3.420166 -1.270393 -2.981247 0.07 0.24 0.08
H -1.836583 -0.819629 -2.282961 -0.23 -0.12 0.08
H -3.765716 -4.129398 -0.623564 0.13 0.04 -0.02
C -2.402980 4.029513 0.020126 -0.15 -0.10 -0.14
N -2.753222 3.125849 -1.055658 1.25 -0.49 -0.72
C -4.149899 2.818394 -1.283883 -0.04 -0.23 -0.26
C -1.799889 2.550010 -1.868047 -0.82 0.08 0.19
O -2.026127 1.779791 -2.792654 -0.07 0.58 0.65
H -2.761590 3.610520 0.964588 0.09 0.19 0.07
H -2.882810 4.995788 -0.159538 0.10 0.02 0.21
H -1.320403 4.171601 0.078444 -0.16 -0.08 -0.07
H -4.298009 1.739021 -1.183045 -0.18 0.14 -0.07
H -4.418595 3.117215 -2.301517 -0.18 -0.09 0.14
H -4.784138 3.345614 -0.565793 0.21 -0.06 -0.14
H -0.771705 2.851117 -1.607706 -0.06 0.06 0.09
C -2.155983 2.316024 4.122231 0.15 -0.25 -0.09
N -1.233075 1.347061 3.569111 1.40 0.75 -0.36
C -1.678383 -0.019151 3.388860 0.32 -0.35 -0.12
C 0.054294 1.684210 3.209361 -0.80 -0.68 0.17
O 0.883829 0.917005 2.737569 -0.61 0.30 0.15
H -2.464761 1.982304 5.116944 -0.14 0.16 -0.08
H -3.030539 2.384172 3.469000 -0.08 0.13 0.18
H -1.690380 3.302068 4.202810 0.00 -0.16 -0.04
H -1.032359 -0.683886 3.970178 -0.23 -0.03 -0.13
H -1.595200 -0.284074 2.330576 -0.07 -0.14 0.11
H -2.715252 -0.134233 3.716778 0.23 0.13 -0.02
H 0.288443 2.746663 3.388171 -0.10 0.01 0.05
C -4.716661 4.179525 -6.654842 0.09 0.14 0.14
N -5.091730 4.925217 -5.471687 -1.23 -0.38 0.50
C -4.186053 5.935650 -4.965624 -0.20 0.08 0.23
C -6.282314 4.703476 -4.813089 0.58 0.46 0.10
O -6.660387 5.296157 -3.810538 0.55 -0.31 -0.74
H -3.779905 3.650760 -6.457202 -0.06 -0.06 -0.21
H -4.576572 4.878991 -7.483893 0.04 -0.20 -0.10
H -5.488766 3.453647 -6.924132 0.09 0.15 0.12
H -3.905455 5.680507 -3.939311 0.08 0.19 -0.08
H -4.698123 6.902516 -4.960737 0.20 -0.02 0.09
H -3.288962 5.997316 -5.587956 -0.23 -0.10 0.07
H -6.894438 3.914964 -5.281231 0.11 0.01 -0.07
C -2.702113 1.150281 9.483533 0.02 -0.23 -0.04
N -2.231600 0.110383 8.592568 0.60 0.60 -1.18
C -2.420117 -1.274280 8.972692 0.14 -0.18 -0.26
C -1.610731 0.397101 7.395603 -0.18 -0.78 0.43
O -1.189948 -0.430864 6.597648 -0.46 0.53 0.76
H -2.194816 1.046594 10.446894 -0.15 0.18 0.03
H -3.781041 1.036025 9.621605 0.06 0.18 0.14
H -2.495718 2.142906 9.074073 0.00 -0.20 0.00
H -1.443421 -1.764214 9.029085 -0.20 -0.12 0.02
H -3.021560 -1.774748 8.207926 0.09 -0.12 0.17
H -2.923450 -1.344245 9.941006 0.10 0.13 -0.20
H -1.518744 1.479171 7.205161 -0.04 0.03 0.14
```
Positions in Å, forces in eV/Å.

LUMO energy: 0.056 eV
Total energy: -82517.5789 eV
SMILES: CC[C@H](C)O[P@](=O)(O)O[PH2]=S.CN(C)C=O.CN(C)C=O.CN(C)C=O.CN(C)C=O.CN(C)C=O.CN(C)C=O

[2]
Entry from the Open Molecules 2025 dataset: a cluster of 10 separate species, C33H60O16 in total (wB97M-V/def2-TZVPD).

The geometry in XYZ format:
```
109
Properties=species:S:1:pos:R:3:forces:R:3
C 0.273520 0.010979 -7.085409 0.25 -0.71 0.26
C 1.805570 -0.010501 -6.963879 -0.40 0.57 -0.12
C 2.645230 -0.929301 -7.874489 -2.73 -2.40 0.99
O 3.659080 -0.189811 -8.475009 -0.20 -0.44 0.74
C 3.445700 1.062629 -8.093729 1.99 4.27 -1.79
O 4.193860 1.985669 -8.418739 -1.93 -2.26 1.11
O 2.261220 1.232779 -7.470569 0.97 0.90 0.25
H -0.158120 -0.926761 -6.735509 0.14 -0.35 -0.31
H -0.057880 0.225749 -8.101349 0.09 -0.06 0.02
H -0.184050 0.717779 -6.393179 0.40 0.41 -0.14
H 2.052170 -0.080791 -5.904469 0.31 -0.06 0.03
H 1.890370 -1.308911 -8.563099 0.49 -0.06 -0.86
H 2.971760 -1.804571 -7.312909 0.65 0.19 -0.14
C -7.506930 1.364729 -5.712729 -0.92 0.97 -1.17
C -7.397150 1.551649 -4.254449 0.30 -0.83 1.70
C -6.062910 1.217519 -3.599029 -0.44 -0.08 -0.34
O -5.693650 2.475899 -3.091679 3.95 -0.69 1.35
C -6.627980 3.378989 -3.130409 0.27 3.54 1.87
O -6.638480 4.480999 -2.585669 0.54 -2.40 -1.02
O -7.573520 2.934959 -3.861259 -3.83 -1.22 -2.42
H -6.786710 1.971129 -6.261959 0.34 -0.21 0.08
H -8.467450 1.800929 -5.986999 -0.18 -0.08 -0.20
H -7.531800 0.343929 -6.094099 0.30 -0.06 0.44
H -8.073360 0.917029 -3.681649 -0.89 0.45 -0.43
H -5.393960 0.770789 -4.334579 0.57 0.55 0.18
H -6.164450 0.523089 -2.765029 0.01 0.03 0.00
C 8.388260 -0.028731 4.095991 1.53 -0.46 -0.22
C 7.171620 0.108789 4.903491 1.02 0.06 0.74
C 6.733930 1.522339 5.176971 1.04 -0.23 1.19
O 5.342580 1.452859 4.949831 -0.57 0.84 -0.84
C 5.109850 0.428859 4.088691 -5.50 -1.35 -1.17
O 3.995360 0.196209 3.488891 5.69 1.41 2.72
O 6.142870 -0.402171 4.149491 -2.07 -1.37 -1.66
H 9.116970 0.706239 4.437891 0.19 0.11 -0.48
H 8.116150 0.018379 3.041551 0.37 0.50 0.00
H 8.837630 -1.008241 4.259511 0.04 -0.04 -0.10
H 7.306830 -0.473261 5.815101 -0.48 0.01 0.23
H 7.292370 2.256299 4.595981 -0.55 0.12 -0.55
H 7.002830 1.718989 6.214821 -0.70 0.39 0.12
C 2.156150 -5.324921 -0.223339 0.17 0.35 0.40
C 1.688370 -6.229411 -1.322729 -1.31 -1.74 0.29
C 1.736950 -5.766901 -2.747339 -0.16 -0.01 0.10
O 1.190020 -7.321951 -1.076079 0.63 0.92 0.08
H 2.117710 -5.803521 0.755201 -0.13 -0.19 -0.22
H 1.489290 -4.463061 -0.198929 -0.08 0.13 -0.01
H 3.159570 -4.917411 -0.346599 0.05 -0.08 -0.34
H 1.299320 -4.771561 -2.824029 0.64 0.30 -0.10
H 1.138450 -6.403391 -3.399089 0.17 -0.26 0.27
H 2.789680 -5.857471 -3.015009 0.01 0.60 -0.46
C -1.786440 5.110859 7.914171 0.67 -1.18 -0.40
C -0.916590 4.126129 7.103771 -0.13 -1.78 -0.88
C 0.531270 3.818539 7.531631 -0.26 0.68 -0.67
O -1.352260 3.473019 6.148951 0.26 1.57 1.57
H -1.532840 6.134269 7.637691 -0.30 0.01 -0.06
H -1.580350 4.978149 8.976251 0.15 0.09 0.03
H -2.822070 4.817819 7.741861 0.02 0.51 -0.21
H 1.167230 4.640899 7.203971 -0.01 0.45 0.33
H 0.917900 3.003269 6.920111 -0.36 -0.33 0.36
H 0.661490 3.673739 8.604091 -0.05 -0.04 -0.09
C -4.412600 5.134069 2.384501 0.28 0.28 -0.17
C -5.560320 5.203229 3.371481 -0.44 1.84 1.28
C -6.765530 4.294259 3.177271 0.11 0.80 -0.71
O -5.605500 6.090849 4.241391 0.42 -1.97 -1.71
H -3.590130 5.764649 2.722151 0.02 -0.27 0.18
H -4.692600 5.544819 1.414461 -0.57 0.29 0.01
H -4.074290 4.142859 2.082581 -0.03 -0.23 0.60
H -6.856390 3.536569 3.955571 0.05 -0.02 -0.22
H -6.776560 3.917969 2.154341 0.26 -0.67 0.19
H -7.632920 4.954349 3.177671 -0.10 -0.03 0.54
C 1.526820 -3.105631 8.117951 -0.11 -0.45 0.15
C 0.409470 -3.310161 7.078271 1.74 -0.77 -1.41
C -0.233860 -2.031031 6.580991 -0.43 -0.42 0.71
O 0.230100 -4.403931 6.546661 -0.17 1.64 1.11
H 1.151220 -2.560251 8.983741 -0.05 -0.19 0.15
H 2.389460 -2.532741 7.777731 -0.34 0.41 -0.63
H 1.996280 -4.049801 8.394101 -0.53 -0.16 0.22
H 0.466350 -1.395331 6.039051 0.15 -0.36 -0.28
H -0.485850 -1.427101 7.452691 -0.38 0.04 0.02
H -1.115790 -2.287671 5.994121 0.12 0.29 -0.05
C -1.400340 1.023919 0.702261 0.25 -0.06 1.46
C -0.818080 1.127569 -0.645709 0.71 -2.75 -1.42
C -0.558090 2.429309 -1.314649 -1.60 0.08 0.92
O -0.589740 0.059939 -1.199619 0.12 0.59 -0.32
H -2.489430 1.017959 0.746321 -0.04 0.38 -0.28
H -0.993990 1.788939 1.363861 -0.27 0.14 0.14
H -1.091830 0.048179 1.077541 -0.04 0.08 0.10
H -1.225590 2.995609 -0.665139 0.55 1.44 -0.35
H -1.051420 2.397969 -2.286109 0.58 0.05 -0.21
H 0.486280 2.741309 -1.307669 -0.26 0.04 -0.05
C -3.254530 -5.587851 -6.028449 0.03 0.12 -0.02
C -4.243670 -5.188471 -4.972129 -0.53 -0.57 0.88
C -3.771690 -4.291451 -3.857449 0.44 0.10 0.21
O -5.353600 -5.677111 -4.936869 0.22 0.34 -0.28
H -3.619660 -5.072941 -6.917069 0.30 -0.15 -0.33
H -3.279210 -6.666981 -6.179999 -0.17 0.11 -0.11
H -2.233480 -5.282601 -5.799569 -0.10 0.09 -0.08
H -2.851190 -3.759641 -4.098219 -0.15 0.16 -0.07
H -3.506220 -4.980171 -3.055399 0.08 -0.13 0.16
H -4.520530 -3.624731 -3.429879 -0.11 -0.09 -0.35
C 6.530360 -1.524091 -1.452369 0.60 0.31 1.35
C 5.691200 -0.582741 -2.194759 -1.15 -0.71 -2.97
C 5.227560 0.719789 -1.588649 0.07 0.15 0.29
O 5.493690 -0.881621 -3.371069 -0.47 1.01 0.74
H 7.259610 -0.849511 -1.003779 0.61 -0.45 0.33
H 6.987710 -2.265331 -2.107719 -0.16 0.20 0.13
H 5.989130 -1.984131 -0.625609 -0.02 -0.08 0.07
H 4.164070 0.956359 -1.555009 -0.25 -0.92 -0.04
H 5.557290 1.539719 -2.226679 0.66 -0.02 0.17
H 5.607900 0.762579 -0.568059 0.05 0.50 -0.07
```
Positions in Å, forces in eV/Å.

Energy relative to the best compared isomer or geometry (same formula, charge and spin): 4.323 eV
LUMO energy: -0.101 eV
Total energy: -67950.4602 eV
SMILES: C[C@H]1COC(=O)O1.C[C@H]1COC(=O)O1.C[C@H]1COC(=O)O1.CC(C)=O.CC(C)=O.CC(C)=O.CC(C)=O.CC(C)=O.CC(C)=O.CC(C)=O

[3]
Entry from the Open Molecules 2025 dataset: the molecule C24H36N4OS (wB97M-V/def2-TZVPD).

The geometry in XYZ format:
```
66
Properties=species:S:1:pos:R:3:forces:R:3
C 2.836847 0.413585 -0.174794 -0.17 0.09 0.13
C 2.006697 0.598842 1.089323 0.22 -0.11 0.02
C 2.808704 0.277262 2.362706 0.07 0.08 -0.28
C 3.516979 1.524094 2.924134 -0.11 -0.10 -0.02
C 2.541250 2.491642 3.591756 0.12 -0.10 0.16
C 1.696784 1.752085 4.625007 -0.13 -0.02 -0.25
C 1.016817 0.556139 3.952820 -0.02 0.19 0.29
N 1.954154 -0.379793 3.353651 -0.13 -0.03 0.17
C 2.690802 -1.177094 4.330111 0.30 -0.17 -0.03
C 3.103258 -2.550242 3.787680 -0.34 0.09 0.09
C 1.901314 -3.434005 3.449547 0.24 -0.18 0.06
N 1.144916 -2.879489 2.353683 -0.17 0.08 0.05
C 1.132326 -3.459366 1.130085 -0.18 0.04 0.20
O 1.596436 -4.564343 0.909230 0.19 -0.18 -0.19
C 0.487548 -2.635595 0.066897 -0.10 0.04 -0.16
C 0.945210 -2.783930 -1.244469 0.02 -0.05 0.11
C 0.431781 -2.033091 -2.279408 -0.06 0.07 0.01
C -0.577949 -1.114405 -2.011635 -0.07 -0.14 0.84
N -1.180282 -0.300650 -2.922563 0.09 0.11 -0.86
C -2.085938 0.441768 -2.387748 -0.01 -0.25 0.89
N -2.835932 1.329895 -3.040447 -0.09 0.30 -0.10
C -3.832479 2.134364 -2.370286 -0.38 -0.01 0.20
C -4.145845 3.380443 -3.196961 0.35 0.01 0.14
C -2.848345 3.952675 -3.770316 -0.23 0.12 -0.19
C -3.076648 5.314556 -4.417361 0.12 -0.19 0.24
C -2.251885 2.954896 -4.778367 -0.04 -0.14 0.23
C -2.689394 1.517697 -4.464866 0.18 0.03 -0.44
S -2.320930 0.211654 -0.625979 0.15 -0.07 -0.41
C -1.055260 -0.991452 -0.686850 0.03 0.09 -0.31
C -0.535610 -1.735520 0.350309 0.05 -0.18 -0.07
H 2.245725 0.664389 -1.052719 0.01 0.02 -0.13
H 3.719212 1.050029 -0.160014 0.14 0.06 -0.05
H 3.156964 -0.621603 -0.270930 0.06 -0.11 -0.04
H 1.632576 1.622565 1.123742 -0.11 0.04 0.01
H 1.144901 -0.067246 1.034810 0.01 0.11 0.05
H 3.577117 -0.451954 2.085356 -0.05 0.03 -0.01
H 4.048594 2.024824 2.113574 0.11 -0.02 -0.02
H 4.261932 1.211318 3.660222 0.08 0.04 -0.01
H 1.881587 2.935200 2.842840 -0.02 0.08 -0.01
H 3.095731 3.305255 4.065120 -0.04 0.04 -0.07
H 0.940399 2.416335 5.046339 -0.01 -0.01 0.09
H 2.331708 1.401919 5.441984 0.00 0.00 0.09
H 0.399542 0.012933 4.673768 -0.03 0.01 -0.09
H 0.360088 0.920646 3.157372 -0.09 0.03 0.03
H 3.592505 -0.661556 4.693674 -0.09 0.03 0.08
H 2.035028 -1.335759 5.190598 0.04 0.04 0.04
H 3.707676 -3.048498 4.547719 0.08 -0.01 0.00
H 3.717485 -2.436703 2.893244 0.09 -0.04 -0.01
H 1.249484 -3.526685 4.325927 0.08 -0.07 0.01
H 2.231432 -4.430960 3.146088 -0.10 0.11 0.11
H 0.994093 -1.879529 2.446630 0.06 -0.05 -0.18
H 1.723792 -3.508967 -1.427358 0.06 -0.08 0.00
H 0.792665 -2.140791 -3.289643 0.06 -0.02 -0.12
H -4.743702 1.545014 -2.196253 0.04 0.06 0.06
H -3.437012 2.430205 -1.391942 -0.05 0.06 -0.07
H -4.635344 4.114821 -2.556456 -0.08 -0.01 -0.01
H -4.831147 3.141311 -4.011456 -0.08 0.02 -0.04
H -2.145207 4.077270 -2.939520 -0.01 -0.03 0.00
H -3.431314 6.033707 -3.682622 -0.04 0.14 0.04
H -3.817964 5.240509 -5.210241 -0.08 0.00 -0.12
H -2.150600 5.690211 -4.845915 0.07 0.10 -0.09
H -1.164172 3.023581 -4.756398 0.04 0.00 -0.07
H -2.581046 3.205261 -5.787944 0.01 0.04 -0.07
H -3.651025 1.300889 -4.943492 0.08 -0.04 -0.02
H -1.954176 0.796452 -4.819999 -0.17 0.04 -0.01
H -0.937638 -1.637426 1.347533 0.02 -0.02 0.14
```
Positions in Å, forces in eV/Å.

Energy relative to the best compared isomer or geometry (same formula, charge and spin): 0.247 eV
LUMO energy: 0.488 eV
Total energy: -44317.3843 eV
SMILES: CC[C@H]1CCCCN1CCCNC(=O)c1ccc2nc(N3CCC(C)CC3)sc2c1

It is found that the strongest force on any atom values, taken in the order of the records, are 5.4; 6.5; 0.9 eV Å⁻¹.
It is found that the HOMO level values, taken in the order of the records, are -8.26; -9.52; -7.73 eV.
It is found that the orbital gap values, taken in the order of the records, are 8.317; 9.421; 8.218 eV.